{
  "formula": "C6H10O",
  "method": "ωB97M-V/def2-TZVPD",
  "relative_energy_ev": 2.8731,
  "lumo_ev": 1.07,
  "smiles": "OCCCC1C=C1",
  "multiplicity": 1,
  "fmax_ev_per_a": 0.65,
  "species": ["O", "C", "C", "C", "C", "C", "C", "H", "H", "H", "H", "H", "H", "H", "H", "H", "H"],
  "xyz": [[0.3907, -0.8523, 1.6242], [0.9131, -1.2024, 0.3680], [1.6226, -0.0369, -0.3146], [0.7234, 1.2135, -0.3399], [-0.7510, 0.9854, -0.7199], [-1.4041, -0.3492, -0.9229], [-1.7702, 0.2843, 0.1487], [1.5326, -2.0950, 0.4843], [2.5634, 0.2024, 0.1971], [1.8777, -0.3385, -1.3410], [1.1419, 1.9318, -1.0567], [0.7680, 1.7079, 0.6387], [-1.1504, 1.7814, -1.3506], [-1.5910, -1.1509, -1.6190], [0.0995, -1.4994, -0.3086], [-2.5444, 0.3767, 0.8944], [-0.4502, -0.3920, 1.4369]],
  "nbo_charge": [-0.718, -0.064, -0.420, -0.426, -0.228, -0.167, -0.278, 0.184, 0.209, 0.199, 0.213, 0.211, 0.183, 0.232, 0.166, 0.239, 0.466]
}


{
  "formula": "C6H10O",
  "method": "ωB97M-V/def2-TZVPD",
  "relative_energy_ev": 2.7742,
  "lumo_ev": 0.75,
  "smiles": "CCC(C)=C=CO",
  "multiplicity": 1,
  "fmax_ev_per_a": 1.12,
  "species": ["C", "C", "C", "C", "O", "C", "C", "H", "H", "H", "H", "H", "H", "H", "H", "H", "H"],
  "xyz": [[2.0594, 0.3241, 0.0677], [0.9830, -0.4975, -0.6357], [-0.4115, 0.0465, -0.5633], [-1.5450, -0.8593, -0.9391], [-0.7364, 0.2063, 1.9256], [-0.6729, 1.2757, -0.1131], [-0.8678, 1.4081, 1.1792], [3.0464, -0.0963, -0.1517], [1.9170, 0.3256, 1.1537], [2.0407, 1.3631, -0.2735], [0.9728, -1.5250, -0.2430], [1.1984, -0.5815, -1.7060], [-2.4975, -0.4785, -0.5510], [-1.6074, -0.8898, -2.0276], [-1.3831, -1.8830, -0.5773], [-1.4344, -0.4002, 1.6406], [-1.0617, 2.2618, 1.8144]],
  "nbo_charge": [-0.609, -0.464, 0.197, -0.681, -0.743, -0.169, 0.023, 0.210, 0.224, 0.218, 0.222, 0.225, 0.227, 0.243, 0.223, 0.465, 0.187]
}


{
  "formula": "C6H10O",
  "method": "ωB97M-V/def2-TZVPD",
  "relative_energy_ev": 5.8239,
  "lumo_ev": 0.89,
  "multiplicity": 1,
  "fmax_ev_per_a": 0.39,
  "species": ["C", "C", "O", "C", "C", "C", "C", "H", "H", "H", "H", "H", "H", "H", "H", "H", "H"],
  "xyz": [[-1.5087, -0.3744, 0.1457], [-0.6698, -1.5693, -0.2116], [0.5903, -1.1875, -0.7591], [1.5153, -0.6188, 0.1416], [1.4595, 0.8916, 0.3314], [0.4116, 1.6946, 0.1410], [-1.3194, 0.8038, -0.6287], [-0.5908, 0.7072, 0.4625], [-2.2633, -0.4110, 0.9226], [-0.5253, -2.2278, 0.6613], [-1.1137, -2.1783, -1.0111], [1.4471, -1.1089, 1.1282], [2.5065, -0.8635, -0.2594], [2.4093, 1.2921, 0.7015], [0.4776, 2.7667, 0.3294], [-0.8319, 0.7389, -1.5964], [-1.9943, 1.6446, -0.4988]],
  "nbo_charge": [-0.583, -0.070, -0.543, -0.120, -0.204, -0.463, -0.286, 0.427, 0.227, 0.166, 0.183, 0.180, 0.198, 0.204, 0.207, 0.242, 0.232]
}


{
  "formula": "C6H10O",
  "method": "ωB97M-V/def2-TZVPD",
  "relative_energy_ev": 5.6150,
  "lumo_ev": 0.41,
  "multiplicity": 1,
  "fmax_ev_per_a": 0.24,
  "species": ["C", "C", "C", "C", "C", "C", "O", "H", "H", "H", "H", "H", "H", "H", "H", "H", "H"],
  "xyz": [[1.8579, 0.5748, -0.3586], [0.9701, -0.3573, 0.4538], [-0.2761, 0.3624, 0.9817], [-1.4467, -0.3136, 1.4138], [-1.4598, -0.2326, 0.0266], [-0.7094, -1.1099, -0.9401], [0.5098, -1.4564, -0.3120], [2.2782, 1.3622, 0.2774], [1.2901, 1.0561, -1.1633], [2.6819, 0.0084, -0.8020], [1.5408, -0.7875, 1.2851], [-1.0905, 1.3320, -0.5639], [-0.1701, 1.4509, 1.1320], [-2.1925, 0.0158, 2.1244], [-1.9818, 0.7078, -0.5347], [-1.2497, -2.0406, -1.1319], [-0.5522, -0.5726, -1.8882]],
  "nbo_charge": [-0.638, 0.078, -0.211, -0.306, -0.205, -0.088, -0.511, 0.213, 0.212, 0.225, 0.201, -0.012, 0.233, 0.214, 0.209, 0.211, 0.175]
}